Entry 1:
Molecular formula: C47H58Cl2N8O4ScSi
Method: DFT, ωB97M-V with the def2-TZVPD basis set

The geometry in XYZ format:
```
121
C47H58Cl2N8O4ScSi | the OMol25 dataset | ωB97M-V with the def2-TZVPD basis set
Sc 0.319 -0.467 -0.171
Cl -1.641 3.487 -2.496
C -0.734 2.277 -3.356
C -0.440 2.496 -4.715
C 0.298 1.591 -5.418
Cl 0.666 1.902 -7.094
C 0.785 0.412 -4.798
C 1.596 -0.564 -5.418
C 2.040 -1.628 -4.688
C 1.673 -1.736 -3.331
N 0.912 -0.854 -2.734
C 0.472 0.211 -3.443
C -0.299 1.153 -2.682
O -0.524 0.907 -1.427
H -0.799 3.395 -5.194
H 1.870 -0.447 -6.458
H 2.678 -2.382 -5.127
H 2.034 -2.559 -2.722
O 2.223 0.841 -0.496
C 3.472 0.162 -0.642
C 3.159 -1.363 -0.630
O 4.031 -2.164 -0.902
O 1.948 -1.650 -0.296
C 4.116 0.550 -1.966
C 5.336 -0.007 -2.349
C 5.905 0.326 -3.567
C 5.270 1.221 -4.421
C 4.064 1.786 -4.041
C 3.494 1.455 -2.817
C 4.318 0.505 0.583
C 4.062 -0.143 1.790
C 4.700 0.257 2.954
C 5.606 1.310 2.923
C 5.868 1.957 1.724
C 5.225 1.557 0.560
H 2.338 1.627 0.099
H 5.821 -0.717 -1.695
H 6.850 -0.119 -3.854
H 5.715 1.474 -5.376
H 3.555 2.482 -4.696
H 2.549 1.893 -2.527
H 3.347 -0.957 1.825
H 4.481 -0.249 3.886
H 6.101 1.626 3.833
H 6.571 2.780 1.693
H 5.426 2.071 -0.372
C -4.093 4.021 2.970
C -3.888 3.161 1.726
C -4.036 4.015 0.471
C -4.924 2.031 1.710
N -2.497 2.675 1.805
N -2.059 1.807 0.775
H -5.106 4.424 3.000
H -3.383 4.850 2.977
H -3.937 3.432 3.877
H -5.023 4.480 0.445
H -3.920 3.416 -0.433
H -3.281 4.805 0.459
H -5.936 2.440 1.713
H -4.810 1.390 2.586
H -4.830 1.408 0.818
H -2.368 2.172 2.678
H -1.779 2.332 -0.043
H -2.776 1.144 0.496
N 1.869 4.444 5.654
C 1.646 4.226 4.548
C 1.375 4.008 3.154
C 0.287 4.620 2.540
C 0.077 4.401 1.192
C 0.957 3.577 0.516
N 1.997 2.983 1.104
C 2.205 3.186 2.397
H -0.385 5.238 3.120
H -0.773 4.828 0.680
H 0.814 3.352 -0.536
H 3.046 2.671 2.848
C -2.970 -0.995 2.266
C -2.513 -2.436 2.001
C -3.744 -3.340 2.140
C -1.557 -2.783 3.152
Si -1.563 -2.547 0.277
C -0.675 -4.301 0.206
C 0.608 -4.314 1.055
C -1.526 -5.500 0.651
C -0.218 -4.560 -1.237
C -2.921 -2.496 -1.158
C -2.240 -2.197 -2.503
C -3.775 -3.756 -1.337
C -3.875 -1.315 -0.928
H -3.446 -0.939 3.255
H -3.704 -0.652 1.536
H -2.130 -0.299 2.254
H -4.155 -3.248 3.155
H -3.509 -4.394 1.977
H -4.540 -3.067 1.447
H -2.028 -2.527 4.109
H -0.620 -2.222 3.093
H -1.313 -3.844 3.186
H 0.423 -4.163 2.116
H 1.320 -3.561 0.720
H 1.093 -5.294 0.947
H -1.741 -5.469 1.720
H -0.972 -6.429 0.463
H -2.476 -5.572 0.122
H 0.365 -3.722 -1.627
H -1.052 -4.746 -1.915
H 0.427 -5.448 -1.261
H -1.503 -2.946 -2.793
H -1.737 -1.229 -2.478
H -2.998 -2.151 -3.297
H -3.181 -4.609 -1.669
H -4.539 -3.579 -2.107
H -4.293 -4.047 -0.422
H -3.320 -0.378 -0.812
H -4.518 -1.446 -0.058
H -4.527 -1.195 -1.803
N 0.577 0.220 1.840
C 0.716 0.376 2.992
N 0.862 0.722 4.205
C 1.153 -0.098 5.197
N 1.412 -0.741 6.124
```

Calculated values
ΔE to the lowest compared entry with this formula, charge and spin in kcal/mol: 0.0
Gap between HOMO and LUMO in eV: 6.7
Electronic energy in eV: -123422.1851
Maximum force in eV/A: 0.69
Total charge: -1
E_HOMO in eV: -4.85

=====

Entry 2:
Molecular formula: C31H42CdN3P
Method: DFT, ωB97M-V with the def2-TZVPD basis set

The geometry in XYZ format:
```
78
C31H42CdN3P | the OMol25 dataset | ωB97M-V with the def2-TZVPD basis set
Cd -0.300 -0.121 -0.481
N 0.493 -3.236 2.782
N -0.381 -2.956 -2.168
C 0.774 1.971 -0.514
C 1.934 1.173 -0.158
C 1.877 0.917 1.235
C 2.753 -0.028 1.986
H 3.664 -0.232 1.422
H 2.245 -1.017 2.151
H 3.004 0.393 2.958
C 0.722 1.547 1.769
C 0.252 1.468 3.181
H 0.628 2.334 3.745
H 0.617 0.558 3.676
H -0.846 1.470 3.254
C 0.051 2.224 0.716
C -1.065 3.191 0.880
H -1.887 2.744 1.460
H -1.471 3.517 -0.085
H -0.740 4.098 1.420
C 3.083 0.904 -1.060
H 3.853 1.682 -0.928
H 2.792 0.914 -2.121
H 3.552 -0.065 -0.834
C 0.640 2.764 -1.775
H -0.407 3.044 -1.948
H 0.977 2.174 -2.639
H 1.236 3.695 -1.763
C -0.257 -4.009 3.581
H 0.065 -4.167 4.631
C -1.497 -4.621 3.194
H -2.111 -5.268 3.876
C -1.918 -4.418 1.871
H -2.823 -4.887 1.453
C -1.197 -3.473 1.073
H -1.381 -3.288 -0.004
C -0.126 -2.750 1.696
C 0.638 -1.605 1.059
H 1.373 -2.219 0.453
C -0.405 -1.648 -2.204
C 0.194 -3.513 -3.140
H 0.680 -4.461 -2.960
C 0.143 -2.646 -4.230
H 0.285 -2.828 -5.283
N -0.388 -1.426 -3.661
C -0.496 -0.127 -4.359
C 0.580 0.295 -5.164
C 0.429 1.478 -5.902
H 1.240 1.782 -6.584
C -0.734 2.257 -5.768
C -0.946 3.459 -6.644
H -1.486 4.241 -6.095
H -1.543 3.190 -7.530
H 0.019 3.849 -6.989
C -1.708 1.900 -4.827
H -2.588 2.552 -4.655
C -1.602 0.708 -4.105
C -2.614 0.349 -3.068
H -2.717 -0.730 -2.895
H -3.602 0.729 -3.357
H -2.384 0.818 -2.093
C 1.868 -0.460 -5.120
H 1.784 -1.512 -5.420
H 2.322 -0.445 -4.118
H 2.565 0.022 -5.813
C -2.580 -1.007 3.261
P -3.930 -0.196 2.296
C -5.307 -1.335 2.765
C -3.529 -0.831 0.584
H -2.579 -0.503 4.237
H -2.762 -2.082 3.409
H -1.591 -0.874 2.799
H -4.991 -2.385 2.720
H -5.630 -1.091 3.787
H -6.148 -1.163 2.082
H -4.456 -1.193 0.131
H -3.149 0.050 0.030
H -2.771 -1.627 0.640
```

Calculated values
Gap between HOMO and LUMO (alpha / beta) in eV: 2.5 / 2.5
Electronic energy in eV: -51144.6506
Maximum force in eV/A: 8.01
Total charge: -2
E_HOMO (alpha / beta) in eV: 1.73 / 1.73

=====

Entry 3:
Molecular formula: C5H29N2O9
Method: DFT, ωB97M-V with the def2-TZVPD basis set

The geometry in XYZ format:
```
45
C5H29N2O9 | the OMol25 dataset | ωB97M-V with the def2-TZVPD basis set
C -1.145 0.320 1.110
N -0.793 -0.951 0.472
C -0.102 1.386 0.767
C -0.751 2.755 1.117
C -1.760 3.191 -0.003
N 1.091 1.178 1.595
C 2.321 0.765 0.765
O 2.428 1.338 -0.466
H -2.091 0.606 0.641
H -1.440 0.317 2.166
H -0.684 -0.641 -0.485
H 0.088 -1.341 0.788
H 0.015 1.481 -0.318
H -1.430 2.672 1.959
H -0.047 3.583 1.138
H -1.340 3.215 -1.017
H -2.656 2.608 0.163
H -1.868 4.274 0.089
H 1.462 2.048 1.963
H 2.276 -0.335 0.809
H 3.171 0.999 1.424
H 1.537 -1.854 2.758
H 1.376 -0.396 2.913
O 0.919 -1.228 3.165
H -3.735 -1.166 0.142
H -2.659 -2.051 0.889
O -3.572 -1.744 0.887
H 0.690 -3.547 1.024
H 1.343 -3.610 -0.330
O 1.165 -3.001 0.395
H 0.348 -2.272 -2.470
H -1.110 -2.703 -2.886
O -0.315 -2.972 -2.416
H -1.370 -3.815 -0.878
H -1.099 -3.468 0.666
O -1.225 -4.155 0.013
H -0.241 0.879 -3.036
H -1.145 -0.032 -2.255
O -1.175 0.575 -2.998
H 1.355 3.214 -0.791
H 2.544 3.715 -1.299
O 1.666 4.085 -1.104
H 1.873 0.718 -1.209
H 1.896 -0.594 -2.643
O 1.358 0.135 -2.326
```

Calculated values
ΔE to the lowest compared entry with this formula, charge and spin in kcal/mol: 57.4
Gap between HOMO and LUMO in eV: 8.6
Electronic energy in eV: -27064.0752
Maximum force in eV/A: 2.98
Total charge: -1
E_HOMO in eV: -5.75

=====

Entry 4:
Molecular formula: C28H59INO11S2
Method: DFT, ωB97M-V with the def2-TZVPD basis set

The geometry in XYZ format:
```
102
C28H59INO11S2 | the OMol25 dataset | ωB97M-V with the def2-TZVPD basis set
C 4.213 -0.983 -0.217
C 2.769 -0.518 -0.646
C 2.666 -0.283 -2.196
C 1.481 0.742 -2.425
C 0.921 0.727 -3.887
C -0.646 0.938 -3.977
C -1.131 1.989 -2.924
C -2.370 2.840 -3.414
C -3.191 3.402 -2.182
C -4.544 2.605 -2.068
C -5.297 2.865 -0.714
C -6.790 3.270 -0.993
C -7.854 2.224 -0.538
C -7.929 0.940 -1.446
S -7.033 -0.485 -0.747
O -7.361 -0.595 0.668
O -5.604 -0.207 -0.919
N -7.327 -1.882 -1.590
S -8.795 -2.526 -1.235
O -8.727 -3.587 -0.238
O -9.850 -1.567 -0.928
C -9.275 -3.401 -2.797
C -8.736 -2.498 -3.971
O -9.331 -1.589 -4.378
I -6.768 -3.051 -4.758
H 4.751 -1.419 -1.090
H 4.826 -0.171 0.231
H 4.100 -1.772 0.560
H 2.047 -1.308 -0.353
H 2.511 0.407 -0.086
H 2.372 -1.253 -2.655
H 3.619 0.079 -2.636
H 0.715 0.507 -1.651
H 1.908 1.750 -2.233
H 1.157 -0.243 -4.379
H 1.426 1.527 -4.484
H -1.100 -0.066 -3.833
H -0.873 1.272 -5.017
H -1.408 1.480 -1.978
H -0.299 2.722 -2.790
H -1.930 3.694 -3.988
H -3.007 2.234 -4.094
H -3.386 4.492 -2.339
H -2.559 3.300 -1.271
H -4.306 1.526 -2.217
H -5.145 2.906 -2.960
H -5.174 2.052 0.026
H -4.804 3.770 -0.269
H -6.961 3.579 -2.052
H -6.988 4.197 -0.393
H -7.786 1.963 0.541
H -8.852 2.718 -0.657
H -7.667 1.149 -2.507
H -9.008 0.650 -1.462
H -10.369 -3.552 -2.851
H -8.739 -4.367 -2.896
C 9.680 2.112 3.185
O 8.944 3.009 2.383
C 8.869 2.596 1.025
C 7.579 3.076 0.386
O 6.433 2.319 0.762
C 5.956 2.503 2.095
C 5.297 3.852 2.324
O 6.277 4.873 2.462
C 5.807 6.136 2.040
H 10.732 2.096 2.879
H 9.616 2.448 4.219
H 9.260 1.102 3.125
H 8.923 1.504 0.948
H 9.725 3.035 0.497
H 7.671 2.935 -0.695
H 7.417 4.142 0.550
H 6.742 2.306 2.825
H 5.195 1.732 2.238
H 4.717 3.822 3.254
H 4.623 4.072 1.488
H 5.465 6.094 0.999
H 6.637 6.840 2.097
H 4.997 6.484 2.688
C -1.350 -3.062 1.904
O -0.266 -3.499 2.703
C -0.689 -4.120 3.907
C 0.314 -5.170 4.351
O 0.246 -6.384 3.606
C 0.738 -6.344 2.270
C 2.249 -6.233 2.173
O 2.674 -4.902 2.434
C 3.973 -4.842 2.982
H -1.902 -2.262 2.408
H -0.950 -2.681 0.966
H -2.026 -3.894 1.677
H -1.669 -4.592 3.777
H -0.766 -3.340 4.675
H 0.067 -5.452 5.379
H 1.332 -4.777 4.371
H 0.238 -5.567 1.690
H 0.448 -7.302 1.830
H 2.569 -6.489 1.155
H 2.711 -6.932 2.880
H 4.032 -5.433 3.903
H 4.186 -3.803 3.230
H 4.712 -5.197 2.256
```

Calculated values
Gap between HOMO and LUMO in eV: 8.0
Electronic energy in eV: -83773.1169
Maximum force in eV/A: 2.47
Total charge: -1
E_HOMO in eV: -6.11